17
Properties=species:S:1:pos:R:3:forces:R:3:mulliken_charge:R:1 method="wB97M-V/def2-TZVPD" total_charge=0 relative_energy_ev=2.454 e_homo_ev=-8.4 spin_multiplicity=1
C -0.35417 2.20423 0.81676 0.6 -0.4 0.1 -1.129
C 0.21208 1.07855 -0.00971 -0.1 -0.2 0.3 -0.146
C -0.35397 -0.11500 -0.20950 -0.7 0.4 -1.0 0.317
O -1.41507 -0.56185 0.55156 0.0 0.1 0.0 -0.581
C -0.20329 -0.92253 -1.46288 0.6 0.0 0.6 -0.038
C 0.84155 -0.84005 -2.28319 -0.3 0.5 0.0 -0.743
H -1.02914 1.91194 1.61726 -0.1 -0.2 -0.2 0.315
H 0.43134 2.81105 1.26644 0.0 0.0 -0.1 0.325
H -0.88052 2.81514 0.08473 -0.2 0.3 0.2 0.270
H 1.06325 1.33077 -0.62405 0.0 0.1 -0.2 0.250
H -1.09935 -0.60142 1.46633 -0.2 -0.1 0.0 0.415
H -1.05284 -1.57410 -1.63382 0.2 -0.2 0.0 0.312
H 1.55465 -0.04282 -2.11643 0.4 -0.3 0.1 0.185
H 0.97348 -1.39655 -3.19871 -0.3 -0.2 0.0 0.267
H 0.05463 -2.68421 2.00553 -0.3 -0.3 0.3 0.342
H 0.88051 -1.59609 1.47137 0.4 0.5 -0.1 0.317
O 0.37685 -1.81706 2.25832 0.1 -0.1 0.0 -0.678

=====

17
Properties=species:S:1:pos:R:3:forces:R:3:mulliken_charge:R:1 method="wB97M-V/def2-TZVPD" total_charge=0 relative_energy_ev=1.663 e_homo_ev=-9.5 spin_multiplicity=1
O 2.30048 0.46248 0.58499 0.3 0.1 0.1 -0.510
C 1.57442 -0.68965 0.19769 -0.2 -0.4 -0.1 -0.621
C 0.07316 -0.43337 0.35880 0.0 0.0 0.0 0.307
C -0.34418 1.04012 0.34347 0.0 0.1 0.0 -0.684
C -1.82295 0.94094 -0.02192 0.0 0.2 0.2 -0.433
O -1.96570 -0.22207 -0.83241 -0.1 0.0 0.0 -0.384
C -0.76829 -0.97852 -0.80121 0.2 -0.2 0.0 -0.697
H 3.22797 0.30675 0.37212 -0.1 0.1 0.1 0.304
H 1.79222 -0.94190 -0.85191 0.0 0.1 0.1 0.322
H 1.87289 -1.55494 0.80701 0.0 0.1 -0.1 0.319
H -0.28328 -0.88089 1.29538 0.1 0.1 -0.1 0.265
H -0.17467 1.53688 1.30209 0.0 -0.1 -0.2 0.373
H 0.21989 1.58472 -0.42036 -0.1 -0.1 0.1 0.284
H -2.18386 1.81148 -0.58117 0.1 -0.1 0.1 0.273
H -2.44932 0.82960 0.87527 0.1 0.0 -0.1 0.259
H -0.22148 -0.85443 -1.75109 -0.1 0.0 0.1 0.342
H -1.02431 -2.03907 -0.69471 0.0 0.1 0.0 0.279

=====

17
Properties=species:S:1:pos:R:3:forces:R:3:mulliken_charge:R:1 method="wB97M-V/def2-TZVPD" total_charge=0 relative_energy_ev=3.710 e_homo_ev=-9.4 spin_multiplicity=1
O -0.70451 1.16775 -1.71539 -1.6 0.5 0.3 -0.496
C 0.39884 1.40376 -1.34151 2.4 -2.5 -1.9 -0.040
C 1.05356 0.89402 -0.11248 -1.5 1.3 2.3 -0.572
C 0.32895 -0.33105 0.48378 -1.2 -1.0 2.2 -0.432
C 1.22383 -1.54412 0.99477 -3.1 -0.4 -0.4 -0.170
C 0.57519 -2.56697 1.64611 2.8 -1.0 -1.1 -0.694
H 1.15391 1.56633 -2.13783 0.0 1.4 0.0 0.290
H 0.91241 1.75658 0.59382 0.6 -0.5 -0.2 0.215
H 2.11459 0.80366 -0.30449 0.2 -0.3 0.1 0.450
H -0.47425 -0.60982 -0.22625 1.1 -0.7 -0.3 0.322
H -0.45961 -0.18184 1.34184 1.8 0.7 -1.0 0.278
H 2.22692 -1.58042 0.59585 0.0 -0.5 -0.3 0.289
H 0.88387 -3.69758 1.65093 0.2 2.5 0.2 0.201
H -0.27297 -2.43656 2.26519 -1.3 0.5 -0.1 0.273
H -3.17021 2.09929 -0.57576 0.2 0.8 1.6 0.267
H -2.46949 1.55124 -1.75508 1.4 -0.4 -0.6 0.455
O -3.32102 1.70574 -1.40350 -2.1 -0.3 -1.0 -0.638

=====

17
Properties=species:S:1:pos:R:3:forces:R:3:mulliken_charge:R:1 method="wB97M-V/def2-TZVPD" total_charge=0 relative_energy_ev=1.928 e_homo_ev=-9.4 spin_multiplicity=1
C -2.06690 -0.72749 -0.33707 0.0 0.0 0.0 -1.151
C -1.15307 0.48061 -0.54122 0.0 0.2 -0.1 -0.142
C -0.16329 0.75537 0.55868 0.0 0.5 0.1 -0.164
O 1.06070 -1.47038 0.18179 0.5 -0.4 0.0 -0.384
C 0.93007 1.49751 0.41256 -0.5 0.4 0.2 -1.081
C 2.11119 -0.67789 -0.11544 0.5 -0.6 0.1 0.201
O 3.02601 -0.45519 0.63131 -0.3 -0.1 -0.4 -0.530
H -2.83810 -0.75197 -1.11396 0.1 0.0 0.1 0.343
H -1.51267 -1.67053 -0.37829 0.0 0.2 0.0 0.246
H -2.58218 -0.67827 0.62909 0.1 0.0 -0.1 0.313
H -0.62969 0.39735 -1.50431 -0.1 0.0 0.2 0.254
H -1.76354 1.38755 -0.60660 -0.1 -0.1 -0.2 0.329
H -0.39035 0.32532 1.53579 0.0 0.1 -0.1 0.343
H 1.13512 -1.68165 1.12668 0.0 -0.1 -0.1 0.305
H 1.61333 1.68391 1.23306 -0.1 0.1 -0.1 0.346
H 1.19414 1.91914 -0.55610 0.0 0.0 0.1 0.356
H 2.02924 -0.33338 -1.15597 0.1 -0.1 0.2 0.415

=====

17
Properties=species:S:1:pos:R:3:forces:R:3:mulliken_charge:R:1 method="wB97M-V/def2-TZVPD" total_charge=0 relative_energy_ev=2.031 e_homo_ev=-9.7 spin_multiplicity=1
C 0.80880 -0.17373 -0.70039 0.0 0.1 1.2 -0.042
C -0.39488 0.07800 0.21381 -0.2 -2.2 0.7 0.641
C -0.05667 0.97045 1.39210 0.1 -0.2 -0.1 -1.417
C -1.63312 0.52446 -0.53455 0.0 -0.1 0.1 -1.460
C 1.52728 -1.23043 0.16650 2.8 1.3 -1.9 -0.020
O 0.46498 -0.62949 -1.98218 0.3 -0.2 -0.1 -0.551
O 2.34655 -0.96705 1.01901 -1.2 -0.5 -0.2 -0.468
H 0.24814 -1.56877 -1.97368 -0.1 0.0 0.1 0.321
H 1.41695 0.72652 -0.81445 0.1 -0.1 -0.1 0.402
H -0.47176 -1.03681 0.64813 -1.1 2.0 -0.5 0.151
H 1.46830 -2.23178 -0.30792 -0.5 -0.5 0.6 0.271
H -0.90830 1.04447 2.06511 0.0 0.1 0.0 0.385
H 0.20633 1.96709 1.04064 0.0 0.1 0.0 0.356
H 0.78889 0.56237 1.94471 0.0 0.2 0.1 0.343
H -2.49056 0.56873 0.13314 -0.1 0.0 0.0 0.395
H -1.85325 -0.12870 -1.37524 -0.1 0.0 0.0 0.342
H -1.46768 1.52467 -0.93474 0.0 0.1 0.0 0.350

=====

17
Properties=species:S:1:pos:R:3:forces:R:3:mulliken_charge:R:1 method="wB97M-V/def2-TZVPD" total_charge=0 relative_energy_ev=1.483 e_homo_ev=-9.8 spin_multiplicity=1
O -0.46197 -0.60382 2.81091 -0.4 0.1 -0.2 -0.521
C 0.32836 -0.02544 1.80074 0.4 0.4 -0.3 -0.480
C -0.42053 0.43768 0.54754 0.4 0.8 -0.2 0.040
C 0.52154 1.03403 -0.55140 0.2 -0.2 0.1 -0.672
C 0.13977 0.21472 -1.78648 0.0 -0.1 -0.1 -0.470
C -0.35861 -1.08188 -1.16035 0.1 -0.1 -0.2 -0.436
O -1.11963 -0.66655 -0.03181 0.1 0.3 0.0 -0.447
H -1.18976 -1.04566 2.36455 -0.1 -0.2 0.0 0.336
H 1.11452 -0.73665 1.49317 -0.1 0.2 0.0 0.260
H 0.80579 0.84607 2.25294 0.2 0.0 -0.1 0.312
H -1.11022 1.26162 0.72349 -0.6 -0.4 0.7 0.293
H 1.56463 0.87215 -0.26608 0.0 -0.1 -0.1 0.276
H 0.41223 2.12011 -0.73389 -0.2 -0.6 0.4 0.342
H 0.97423 0.06081 -2.47392 -0.1 0.0 0.0 0.322
H -0.67786 0.69555 -2.33608 0.1 -0.1 0.1 0.261
H 0.48760 -1.71317 -0.84539 -0.1 0.1 0.0 0.262
H -1.01007 -1.66959 -1.80794 0.0 0.0 0.1 0.322

=====

17
Properties=species:S:1:pos:R:3:forces:R:3:mulliken_charge:R:1 method="wB97M-V/def2-TZVPD" total_charge=0 relative_energy_ev=2.409 e_homo_ev=-9.9 spin_multiplicity=1
O -0.60078 -1.06661 -1.10050 0.9 0.1 0.1 -0.535
C -1.15351 -1.05815 0.22506 0.1 0.0 0.1 -0.455
C -0.95394 0.38705 0.68696 -0.1 -0.2 0.3 -0.040
C 0.50246 0.49520 1.16161 -0.1 0.1 0.0 -0.764
C 1.36354 0.48989 -0.10091 -0.1 -0.2 -0.1 -0.392
C 0.70341 -0.31065 -1.27362 -0.1 -0.6 -0.1 -0.561
O -1.20484 1.14146 -0.49114 -0.6 0.1 0.0 -0.641
H -1.31339 0.40227 -1.16504 0.0 1.5 0.5 0.411
H -0.65200 -1.80831 0.84531 0.0 0.2 0.1 0.358
H -2.22486 -1.31054 0.18465 0.4 0.0 -0.4 0.277
H -1.65541 0.70696 1.46147 0.0 -0.2 0.0 0.437
H 0.73730 -0.36884 1.80058 -0.2 0.2 -0.1 0.320
H 0.68748 1.39008 1.76396 -0.1 0.0 -0.2 0.327
H 2.36647 0.09310 0.10133 -0.3 0.0 0.0 0.324
H 1.50371 1.53834 -0.39609 -0.2 -0.4 -0.2 0.248
H 1.34296 -1.11653 -1.60040 0.4 0.0 -0.1 0.400
H 0.55140 0.39529 -2.10322 -0.2 -0.5 0.2 0.286

=====

17
Properties=species:S:1:pos:R:3:forces:R:3:lowdin_spin:R:1 method="wB97M-V/def2-TZVPD" total_charge=+1 relative_energy_ev=5.450 e_homo_ev="-16.7 / -16.8" spin_multiplicity=2
O 1.23210 1.58547 -0.77299 -0.9 -0.2 0.2 0.539
C -0.03268 1.60683 -1.08010 1.9 1.1 -1.8 0.041
O -0.70376 2.62410 -1.40000 -0.3 0.0 0.1 0.481
C -0.69842 0.93164 0.37958 -1.0 -2.4 3.2 -0.070
C -0.33683 -0.55086 0.60698 0.3 1.0 -1.5 -0.035
C 1.01558 -0.65574 1.28839 0.2 -0.3 -0.2 0.014
C -0.35060 -1.31470 -0.72368 1.5 -0.8 -0.8 -0.004
H -0.31540 0.82763 -1.87801 -0.4 -0.2 0.5 0.042
H -0.27962 1.58193 1.14496 0.2 0.3 -0.3 -0.005
H -1.76945 1.10954 0.27964 0.1 0.2 -0.8 0.007
H -1.14302 -1.04283 1.16421 -0.4 0.7 0.4 -0.016
H 1.45228 -1.65562 1.29176 -0.2 -0.1 -0.4 0.000
H 1.07316 -0.35526 2.33307 -0.4 0.5 -0.1 0.001
H 1.65452 -0.01895 0.66766 0.5 0.0 0.3 0.004
H 0.62720 -1.19302 -1.23095 0.0 0.0 0.5 -0.002
H -0.40027 -2.38354 -0.51200 -0.2 0.0 -0.2 0.001
H -1.02479 -1.09662 -1.55853 -0.8 0.2 0.8 0.002

=====

18
Properties=species:S:1:pos:R:3:forces:R:3:lowdin_spin:R:1 method="wB97M-V/def2-TZVPD" total_charge=0 relative_energy_ev=0.000 e_homo_ev="-6.6 / -8.4" spin_multiplicity=3
C 3.18966 0.28755 0.49281 0.5 -0.1 0.3 0.036
O 1.95269 0.62120 -0.11756 0.3 -2.1 0.6 0.203
C 0.84008 -0.03544 0.46398 -0.3 -0.3 0.5 0.025
C -0.34330 0.08653 -0.47343 -0.4 0.1 -0.6 0.027
O -1.46434 -0.43845 0.20817 0.3 -0.3 0.4 0.006
C -2.60445 -0.57845 -0.50696 -0.7 0.4 -0.2 0.000
C -3.78413 -0.81292 0.06962 0.3 0.1 -0.2 0.000
H 3.16737 0.51453 1.56919 0.0 0.0 -0.2 0.002
H 3.40810 -0.77886 0.34411 -0.1 0.2 0.0 0.003
H 0.61619 0.39650 1.45299 0.0 0.0 -0.3 0.003
H 1.07680 -1.10050 0.61725 0.0 0.2 -0.1 0.003
H -0.14065 -0.46176 -1.40643 0.0 -0.1 0.2 0.003
H -0.56916 1.11810 -0.78779 0.4 0.0 0.3 0.035
H -2.50472 -0.40528 -1.58426 0.0 -0.3 0.3 0.000
H -3.88772 -0.87262 1.15327 0.1 -0.1 -0.3 0.000
H -4.67030 -0.91181 -0.55405 0.3 0.0 0.2 0.000
H 3.96949 0.88995 0.01082 -0.3 -0.2 0.1 0.016
Pt 1.74837 2.48173 -0.95173 -0.2 2.3 -1.0 1.639

=====

18
Properties=species:S:1:pos:R:3:forces:R:3:mulliken_charge:R:1 method="wB97M-V/def2-TZVPD" total_charge=0 relative_energy_ev=3.585 e_homo_ev="-8.3 / -7.4" spin_multiplicity=1
C 0.06208 1.52408 -0.07557 -0.1 -0.5 0.5 -1.084
C -0.57996 -1.28128 0.76920 -0.3 -0.3 0.0 -0.541
C -0.69177 -0.39434 1.95050 0.3 0.6 -0.6 -0.411
C 0.11178 0.31589 -0.90647 0.3 -0.4 -0.4 0.503
C 1.27959 0.35084 -1.92214 -0.4 0.2 0.4 -0.682
O 0.39414 -0.89776 -0.16781 0.3 0.4 -0.3 -0.346
O 1.24133 -0.74656 -2.78695 0.0 -0.4 -0.3 -0.534
Se -2.35259 0.10156 2.60601 -0.4 -0.1 -0.1 -0.064
H -0.79908 2.16142 -0.08326 -0.2 0.2 0.0 0.346
H 0.95254 1.85892 0.42119 0.2 0.1 0.2 0.325
H -0.22847 -2.27496 1.07595 -0.2 0.0 0.1 0.245
H -1.56570 -1.39415 0.28647 0.1 -0.1 0.0 0.377
H 0.18550 -0.14556 2.51762 0.2 0.0 0.2 0.444
H -0.83730 0.17604 -1.44733 0.2 0.0 0.0 0.299
H 2.21703 0.36796 -1.34910 -0.1 0.1 0.0 0.327
H 1.21415 1.24740 -2.53909 0.0 0.0 0.1 0.371
H 1.26629 -1.53994 -2.23961 0.0 0.0 0.0 0.330
H -1.86956 0.57044 3.89038 0.1 0.1 0.3 0.095